[1]
6
Properties=species:S:1:pos:R:3 method="wB97M-V/def2-TZVPD" orbital_gap_ev="7.65 / 7.05" homo_energy_ha="-0.332 / -0.321" multiplicity=1 max_force_ev_per_a=3.86
C 0.2479 -0.7751 -0.9177
C 0.6671 0.0538 1.4511
C -0.2672 0.3809 -0.8745
O -0.7916 1.4349 -0.8761
Cl -0.7390 0.5027 1.8260
H 0.8827 -1.5972 -0.6090

***

[2]
75
Properties=species:S:1:pos:R:3 method="wB97M-V/def2-TZVPD" orbital_gap_ev="6.07 / 6.00" homo_energy_ha="-0.371 / -0.366" multiplicity=1 max_force_ev_per_a=2.08 total_charge=+1
W 0.4811 0.0281 -1.4595
C -3.1454 -4.4031 2.0557
C -3.5024 -3.1397 2.7954
C -4.5224 -3.1148 3.7412
C -4.8515 -1.9529 4.4233
C -4.1421 -0.7841 4.1843
C -3.1138 -0.7856 3.2560
C -2.8170 -1.9506 2.5576
N -1.7537 -1.9670 1.5947
C -1.5448 -1.0732 0.6288
N -2.4687 -0.1932 0.2897
C -2.1835 1.1305 -0.1835
C -0.9643 1.4571 -0.8018
C -0.8203 2.8082 -1.1675
C -1.7963 3.7531 -0.9210
C -2.9912 3.3730 -0.3256
C -3.2082 2.0587 0.0404
C -4.5282 1.6402 0.6448
N -0.4228 -1.0875 -0.0735
C 0.8723 -1.3689 0.4609
C 1.3909 -0.4878 1.4257
C 2.6669 -0.6796 1.9095
C 3.4283 -1.7347 1.4159
C 2.9088 -2.6089 0.4693
C 1.6182 -2.4647 -0.0199
C 1.0286 -3.4689 -0.9818
H -3.8077 -5.2161 2.3465
H -2.1228 -4.7261 2.2766
H -3.2291 -4.2702 0.9739
H -5.0741 -4.0275 3.9369
H -5.6523 -1.9634 5.1516
H -4.3753 0.1219 4.7294
H -2.5200 0.1081 3.0938
H -1.1247 -2.7559 1.6092
H -3.3736 -0.3162 0.7199
H 0.0575 3.1214 -1.7013
H -1.6391 4.7824 -1.2211
H -3.7721 4.1053 -0.1493
H -5.1988 2.4947 0.7021
H -4.4190 1.2450 1.6596
H -5.0282 0.8809 0.0344
H 0.7645 0.3137 1.7965
H 3.0837 -0.0075 2.6495
H 4.4352 -1.8806 1.7872
H 3.5146 -3.4317 0.1071
H 1.8040 -4.1416 -1.3443
H 0.5564 -3.0108 -1.8480
H 0.2669 -4.0734 -0.4814
Te -1.3883 -0.6785 -3.2455
C 0.0627 -1.7760 -4.3156
C -0.0404 -2.8849 -5.0997
C 1.2214 -3.3058 -5.6297
C 2.2560 -2.5246 -5.2237
S 1.6974 -1.2414 -4.2279
H -0.9821 -3.3821 -5.3009
H 1.3418 -4.1568 -6.2898
H 3.3029 -2.5986 -5.4818
O 2.4658 0.0936 -1.4773
C 2.2214 1.3388 -1.7992
O 1.3495 1.5012 -2.7245
C 2.9108 2.4426 -1.1024
C 2.6486 3.7557 -1.4556
C 3.2938 4.7641 -0.7757
C 4.2092 4.5171 0.2244
C 4.4553 3.1955 0.5376
C 3.8312 2.1540 -0.1066
N 5.4191 2.8851 1.6201
O 6.0860 3.7968 2.0492
O 5.4140 1.7476 2.0519
N 2.9850 6.1728 -1.1316
O 3.6357 7.0345 -0.5851
O 2.0870 6.3560 -1.9274
H 1.9633 4.0031 -2.2530
H 4.7183 5.3219 0.7339
H 4.0704 1.1319 0.1483

***

[3]
37
Properties=species:S:1:pos:R:3 method="wB97M-V/def2-TZVPD" orbital_gap_ev=9.28 homo_energy_ha=-0.365 multiplicity=1 max_force_ev_per_a=0.69
C 1.4185 -1.8404 0.6053
C 1.1817 -1.6557 -0.6820
C 0.0521 -0.8644 -1.2738
S -0.5744 0.3480 -0.0995
C -2.0701 1.0177 -0.8859
C -2.9684 1.6919 0.1654
C -4.1641 0.8331 0.5950
S -3.9088 -0.1381 2.1122
P 0.6591 2.0988 -0.0001
C 1.2192 2.3411 -1.7294
C 2.1598 1.5076 0.8688
C 2.9086 2.7673 1.3366
H 0.8710 -1.3666 1.4123
H 2.1448 -2.5963 0.8845
H 1.8000 -2.1657 -1.4130
H 0.3380 -0.3723 -2.2047
H -0.7917 -1.5278 -1.4979
H -1.7282 1.7497 -1.6196
H -2.5535 0.1820 -1.3916
H -3.3187 2.6434 -0.2393
H -2.3581 1.9480 1.0368
H -5.0311 1.4738 0.7462
H -4.4046 0.1247 -0.1994
H -2.5833 0.0023 2.1954
H 2.2107 2.7954 -1.6855
H 0.5434 3.0523 -2.2040
H 1.2593 1.4203 -2.3086
H 1.8602 0.8944 1.7196
H 2.7688 0.9118 0.1881
H 2.3048 3.3153 2.0631
H 3.8567 2.4880 1.7957
H 3.0979 3.4517 0.5059
B 0.7573 -5.3275 0.2423
F 2.1476 -5.2248 0.4725
F 0.0881 -4.5191 1.1941
F 0.4758 -4.8120 -1.0519
F 0.3317 -6.6482 0.3462

***

[4]
18
Properties=species:S:1:pos:R:3 method="wB97M-V/def2-TZVPD" smiles=CCSSCCN orbital_gap_ev=8.99 homo_energy_ha=-0.306 multiplicity=1 max_force_ev_per_a=1.23
N 2.8351 0.7360 0.6100
C 2.3448 0.6366 -0.7525
C 1.7301 -0.6960 -1.0815
S 0.3523 -1.2158 0.0645
S -0.6004 0.5637 0.4739
C -2.3215 0.2060 0.0176
C -3.0511 -0.6343 1.0671
H 2.7875 1.6853 0.9598
H 2.2352 0.2232 1.2531
H 3.1396 0.9042 -1.4551
H 1.5991 1.4028 -1.0203
H 2.3946 -1.5533 -0.9897
H 1.2124 -0.6640 -2.0376
H -2.3413 -0.2320 -0.9718
H -2.7558 1.2033 -0.0729
H -3.2820 -0.0153 1.9273
H -3.9098 -1.1282 0.6225
H -2.3691 -1.4221 1.3855

***

[5]
8
Properties=species:S:1:pos:R:3 method="wB97M-V/def2-TZVPD" orbital_gap_ev="5.33 / 7.54" homo_energy_ha="-0.592 / -0.670" multiplicity=2 s_squared=0.812 max_force_ev_per_a=10.95 total_charge=+2
C -0.2759 0.8213 3.3464
C 0.3654 1.9288 2.7148
O 1.3324 1.6923 1.7947
O -0.2907 -0.3498 2.7527
H 0.7762 1.4921 4.0233
Yb -0.0131 1.9505 -1.2948
Li 1.3126 3.0153 0.3546
H -0.3561 2.7422 2.4984

***

[6]
23
Properties=species:S:1:pos:R:3 method="wB97M-V/def2-TZVPD" orbital_gap_ev="2.64 / 6.61" homo_energy_ha="0.032 / -0.115" multiplicity=2 s_squared=0.763 max_force_ev_per_a=2.83 total_charge=-1
C 1.2123 -3.3151 -0.2826
C 0.0196 -3.7137 0.5592
H 1.5069 -4.1583 -0.9148
H 1.0884 -2.4772 -0.9778
H 2.0504 -3.0316 0.3734
H -0.5733 -4.3212 -0.1333
H -0.3800 -2.8547 1.0965
H 0.3246 -4.5130 1.2372
C 1.7440 1.7329 -0.7308
C -1.4381 2.9964 0.9814
C -2.3935 2.1152 0.4863
C -0.0683 2.8624 0.7310
C 0.4263 1.7356 -0.0288
C -1.8839 0.9788 -0.2745
C -0.5173 0.8078 -0.4174
H -1.8037 3.7671 1.6398
H -3.4084 2.4776 0.3509
H 0.6475 3.6904 0.7719
H -2.5542 0.1685 -0.5614
H 1.6071 1.9190 -1.8189
H 2.3118 0.7788 -0.7306
H -0.3326 -0.2062 -0.7902
H 2.4142 2.5605 -0.5667